(1)
The following is a quantum chemistry calculation of a cluster of 2 separate species, C5H14N2O in total, from the Open Molecules 2025 dataset.

Each line ends with the Löwdin charge.
CARTESIAN COORDINATES (ANGSTROEM)
1 O -0.56661 -0.26355 -2.51137  -0.397
2 N -1.30735 0.05536 2.12920  0.022
3 N -1.39035 -2.13525 0.02153  -0.023
4 C -0.18883 -1.37319 0.42189  -0.301
5 C 1.63942 0.97318 -0.15683  -0.234
6 C 1.88476 1.97366 -0.97927  -0.115
7 C -0.62299 0.04014 0.85042  -0.463
8 C 0.57591 0.99388 0.95421  -0.186
9 H -2.14955 -0.49321 2.06594  0.053
10 H -1.65559 -1.76402 -0.88733  0.024
11 H 0.15017 1.98505 1.11009  0.099
12 H -1.11917 -3.10086 -0.15124  0.046
13 H 1.38163 2.93049 -0.91821  0.030
14 H 2.13853 0.01170 -0.18614  0.085
15 H -0.85211 0.03796 -3.39956  -0.044
16 H 0.43741 -1.89930 1.14246  0.109
17 H 1.25132 0.71285 1.78078  0.107
18 H -0.46543 0.54980 -1.98086  -0.050
19 H -0.71968 -0.24363 2.89153  0.057
20 H -1.35862 0.39655 0.12769  0.098
21 H 2.50189 1.84118 -1.86030  0.026
22 H 0.43524 -1.22880 -0.46464  0.056

Computed properties:
<S²>: 0.750
LUMO (alpha / beta) (Ha): 0.1374 / 0.1316
Spin multiplicity: 2
Maximum force (eV/A): 1.7
HOMO energy (alpha / beta) (eV): 1.03 / -5.78
Electronic energy (Ha): -383.5819
Frontier orbital gap (alpha / beta) (eV): 2.71 / 9.36
Total charge: -1

---

(2)
The following is a quantum chemistry calculation of a structure of composition C3H7N3O3, from the Open Molecules 2025 dataset.

Each line ends with the Löwdin charge.
CARTESIAN COORDINATES (ANGSTROEM)
1 O 0.96647 -1.56115 -0.22672  -0.053
2 O -1.33146 -2.24746 -0.16264  0.097
3 O 0.87134 1.21475 -1.84620  0.082
4 N -1.66462 1.05873 -0.63306  0.091
5 N 1.86351 0.91170 0.16871  0.136
6 N -0.51496 0.45863 -0.08257  -0.157
7 C 0.83674 0.70542 -0.73971  -0.496
8 C -0.52512 -1.44618 0.24684  -0.417
9 C -0.58847 -0.30424 1.19486  -0.021
10 H 0.28209 -0.17356 1.83436  0.117
11 H -1.56344 -0.21410 1.67492  0.136
12 H -1.91184 1.88101 -0.08862  0.095
13 H 2.18419 0.05307 0.59812  0.082
14 H 0.91086 -2.16009 -0.99562  0.109
15 H 2.62160 1.42488 -0.26303  0.107
16 H -2.43689 0.39860 -0.67963  0.093

Computed properties:
LUMO (Ha): 0.0242
Maximum force (eV/A): 4.3
HOMO energy (eV): -9.46
Electronic energy (Ha): -508.4334
Frontier orbital gap (eV): 10.12
Total charge: 0

---

(3)
The following is a quantum chemistry calculation of a structure of composition C7H12NO4, from the Open Molecules 2025 dataset.

Each line ends with the Löwdin charge.
CARTESIAN COORDINATES (ANGSTROEM)
1 O -0.66140 0.83581 -2.54952  0.107
2 O 1.84892 -0.34915 3.14067  0.061
3 O 0.90802 -0.07493 -1.23337  -0.024
4 O 0.77866 1.23930 4.12411  0.060
5 N 0.93922 0.46223 3.19773  -0.450
6 C 0.60465 1.76944 0.74275  -0.016
7 C 0.01135 0.52152 2.08415  0.033
8 C 0.98785 -1.23730 -2.06336  -0.223
9 C -0.03634 0.82493 -1.50336  -0.479
10 C 1.97558 -2.19285 -1.43714  -0.068
11 C -1.37636 2.75194 -0.55746  -0.037
12 C -0.23698 1.79948 -0.41631  -0.184
13 H -0.01288 -1.68492 -2.14144  0.131
14 H 2.11678 -3.05517 -2.10241  0.082
15 H 2.94980 -1.70842 -1.28666  0.084
16 H -0.03007 -0.44466 1.57905  0.106
17 H -1.42447 3.43854 0.29533  0.084
18 H 1.60794 -2.55827 -0.46887  0.080
19 H -2.33314 2.21074 -0.63064  0.098
20 H -1.27943 3.33967 -1.48333  0.098
21 H 1.62417 1.42369 0.54093  0.108
22 H 0.64628 2.72242 1.28124  0.107
23 H -0.95916 0.89196 2.41767  0.110
24 H 1.30300 -0.93047 -3.07050  0.130

Computed properties:
<S²>: 0.762
LUMO (alpha / beta) (Ha): 0.0009 / -0.0597
Spin multiplicity: 2
Maximum force (eV/A): 3.1
HOMO energy (alpha / beta) (eV): -8.69 / -10.65
Electronic energy (Ha): -629.4849
Frontier orbital gap (alpha / beta) (eV): 8.72 / 9.02
Total charge: 0